# 1
Computed, not measured: 5 unconnected molecules or ions with the total composition C16H24BrFNO15PS, with ωB97M-V/def2-TZVPD.

Summary:
* DFT total energy: -5220.9183 hartree

Each line ends with the Löwdin charge.
Element x y z (Å)
O: 1.360 -0.339 2.237  0.109
C: 0.710 -0.973 1.462  -0.702
O: 0.399 -2.268 1.673  -0.399
S: 0.688 -3.350 0.361  0.944
N: 0.103 -0.397 0.295  -0.300
C: -1.176 0.258 0.686  -0.225
C: -2.384 -0.158 -0.165  -0.183
C: -3.594 -0.465 0.703  -0.212
F: -4.765 -0.117 0.055  -0.055
P: 1.272 0.380 -0.692  0.567
O: 1.617 1.699 0.233  -0.377
Br: -0.087 1.358 -2.138  0.424
H: -0.554 -3.244 -0.106  -0.091
H: -1.048 1.344 0.688  0.100
H: -1.359 -0.031 1.727  0.118
H: -2.102 -1.025 -0.765  0.104
H: -2.668 0.632 -0.860  0.088
H: -3.575 0.105 1.637  0.115
H: -3.677 -1.529 0.938  0.120
H: 2.575 1.782 0.311  0.049
O: -2.330 -0.646 -3.556  0.124
C: -2.443 -0.139 -4.623  -0.590
O: -1.987 -0.662 -5.785  0.058
C: -2.494 0.120 -6.870  -0.114
C: -2.776 1.454 -6.196  -0.112
O: -3.036 1.057 -4.848  0.052
H: -1.751 0.170 -7.661  0.130
H: -3.402 -0.354 -7.247  0.132
H: -1.907 2.114 -6.205  0.132
H: -3.638 1.980 -6.594  0.131
O: 0.251 7.496 1.522  0.159
C: 0.522 6.403 1.903  -0.575
O: -0.358 5.386 2.030  0.061
C: 0.371 4.177 2.282  -0.112
C: 1.663 4.707 2.877  -0.113
O: 1.762 6.001 2.268  0.061
H: -0.186 3.545 2.967  0.123
H: 0.523 3.655 1.337  0.107
H: 1.601 4.827 3.959  0.119
H: 2.539 4.116 2.625  0.131
O: 2.614 3.764 6.482  0.168
C: 2.068 2.756 6.168  -0.570
O: 1.470 2.547 4.972  0.029
C: 1.137 1.154 4.860  -0.111
C: 1.049 0.738 6.319  -0.101
O: 1.951 1.658 6.948  0.064
H: 0.209 1.045 4.307  0.124
H: 1.932 0.644 4.323  0.117
H: 0.053 0.887 6.738  0.132
H: 1.376 -0.280 6.507  0.133
O: 0.613 -4.747 -1.570  -0.021
C: 1.301 -5.486 -2.212  -0.559
O: 1.558 -5.330 -3.519  0.080
C: 2.585 -6.262 -3.893  -0.098
C: 2.450 -7.328 -2.817  -0.098
O: 1.910 -6.575 -1.719  0.076
H: 2.402 -6.617 -4.902  0.133
H: 3.545 -5.746 -3.851  0.134
H: 1.731 -8.103 -3.085  0.134
H: 3.388 -7.784 -2.518  0.133

# 2
Computed, not measured: 2 unconnected molecules or ions with the total composition C6H15NO2, with ωB97M-V/def2-TZVPD.

Summary:
* DFT total energy: -442.7612 hartree
* energy relative to the best compared isomer or geometry (same formula, charge and spin): 75.3 kcal/mol

Each line ends with the Löwdin charge.
Element x y z (Å)
C: 0.066 1.318 1.768  0.038
C: 0.769 1.567 0.671  -0.361
C: 2.263 1.693 0.660  -0.059
C: 0.110 1.688 -0.685  -0.242
O: 0.424 0.587 -1.512  -0.123
H: 0.533 1.257 2.740  0.062
H: -1.013 1.310 1.755  0.058
H: 2.686 1.051 -0.113  0.079
H: 2.696 1.439 1.626  0.077
H: 2.549 2.719 0.416  0.083
H: 0.468 2.589 -1.197  0.124
H: -0.979 1.771 -0.555  0.117
H: -0.254 -0.184 -1.278  0.070
N: 0.607 -1.799 0.139  -0.012
C: -0.411 -2.412 -0.603  -0.215
C: -1.757 -1.347 -0.925  -0.223
O: -2.117 -0.823 0.342  -0.102
H: 1.152 -1.147 -0.428  0.064
H: 0.258 -1.313 0.958  0.062
H: -0.873 -3.229 -0.044  0.101
H: -0.061 -2.724 -1.584  0.103
H: -2.512 -2.057 -1.286  0.100
H: -1.864 -0.554 -1.671  0.104
H: -2.740 -1.400 0.803  0.096

# 3
Computed, not measured: a molecular structure, C40H51Br2N3PRhS, with ωB97M-V/def2-TZVPD.

Summary:
* DFT total energy: -7716.7183 hartree
* net charge: +2

Each line ends with the Löwdin charge.
Element x y z (Å)
Rh: 0.509 -0.034 -0.490  0.724
Br: 7.278 0.240 -1.079  0.860
C: 5.405 0.198 -1.153  -0.660
C: 4.738 -0.960 -1.527  -0.079
C: 3.362 -0.941 -1.494  -0.138
N: 2.629 0.126 -1.157  0.001
C: 3.282 1.279 -0.905  -0.197
C: 4.671 1.332 -0.856  -0.035
C: 2.458 2.500 -0.752  -0.222
C: 3.029 3.767 -0.823  -0.036
C: 2.202 4.875 -0.740  -0.660
Br: 2.934 6.602 -0.819  0.848
C: 0.835 4.689 -0.607  -0.062
C: 0.363 3.392 -0.560  -0.115
N: 1.141 2.314 -0.626  0.072
H: 5.271 -1.853 -1.815  0.119
H: 2.809 -1.832 -1.760  0.094
H: 5.185 2.245 -0.599  0.111
H: 4.089 3.911 -0.960  0.108
H: 0.154 5.527 -0.549  0.119
H: -0.700 3.208 -0.465  0.089
C: -2.113 2.044 -4.755  -0.034
C: -0.990 2.089 -3.712  -0.376
C: 0.371 1.825 -4.348  -0.055
C: -1.313 1.155 -2.579  -0.172
C: -0.841 -0.151 -2.545  -0.037
C: -1.152 -1.036 -1.478  -0.288
C: -1.130 -2.526 -1.739  -0.391
C: -2.469 -2.949 -2.355  -0.018
C: 0.012 -2.958 -2.652  -0.074
C: -1.767 -0.455 -0.320  -0.171
C: -2.421 0.831 -0.447  -0.117
C: -2.185 1.587 -1.566  -0.012
C: -3.451 1.323 0.551  -0.364
C: -3.328 2.808 0.901  -0.053
C: -4.854 1.071 -0.023  -0.031
C: -2.036 -1.342 0.866  -0.201
C: -3.290 -1.934 1.005  -0.019
C: -3.574 -2.790 2.058  -0.029
C: -2.601 -3.060 3.009  -0.044
C: -1.356 -2.464 2.896  -0.084
C: -1.054 -1.619 1.829  -0.279
P: 0.540 -0.755 1.660  1.080
C: 0.462 0.657 2.892  -0.643
C: 0.046 0.264 4.314  -0.059
C: -0.624 1.604 2.390  -0.100
C: 1.806 1.390 2.884  -0.063
C: 1.894 -1.921 2.314  -0.562
C: 1.648 -3.363 1.858  -0.128
C: 2.110 -2.085 3.831  -0.065
C: 3.238 -1.416 1.756  -0.073
H: -1.912 2.758 -5.553  0.092
H: -3.082 2.284 -4.319  0.084
H: -2.178 1.049 -5.200  0.092
H: -0.971 3.097 -3.282  0.136
H: 0.370 0.908 -4.941  0.084
H: 1.160 1.745 -3.595  0.067
H: 0.630 2.639 -5.024  0.092
H: -0.283 -0.526 -3.392  0.113
H: -1.057 -3.018 -0.767  0.089
H: -2.636 -2.420 -3.296  0.098
H: -3.306 -2.730 -1.693  0.075
H: -2.481 -4.018 -2.572  0.089
H: -0.174 -2.651 -3.683  0.095
H: 0.115 -4.042 -2.686  0.061
H: 0.965 -2.509 -2.364  0.049
H: -2.653 2.559 -1.666  0.131
H: -3.355 0.735 1.465  0.117
H: -3.649 3.437 0.069  0.086
H: -2.317 3.099 1.175  0.053
H: -3.981 3.042 1.742  0.098
H: -5.007 1.674 -0.920  0.091
H: -5.613 1.354 0.706  0.096
H: -5.019 0.031 -0.297  0.069
H: -4.057 -1.724 0.272  0.107
H: -4.556 -3.235 2.140  0.121
H: -2.818 -3.708 3.847  0.119
H: -0.628 -2.634 3.679  0.092
H: -0.936 -0.213 4.322  0.084
H: -0.042 1.184 4.897  0.103
H: 0.747 -0.377 4.838  0.058
H: -1.603 1.131 2.449  0.076
H: -0.450 1.925 1.367  0.037
H: -0.646 2.484 3.037  0.110
H: 2.605 0.825 3.362  0.068
H: 1.700 2.327 3.435  0.102
H: 2.118 1.641 1.867  0.064
H: 0.889 -3.864 2.455  0.122
H: 2.590 -3.907 1.930  0.140
H: 1.146 -2.631 -0.179  0.112
H: 1.256 -2.504 4.361  0.079
H: 2.371 -1.139 4.297  0.072
H: 2.961 -2.754 3.982  0.108
H: 3.122 -0.880 0.826  0.023
H: 3.929 -2.246 1.601  0.102
H: 3.711 -0.739 2.467  0.087
S: 0.004 -5.843 -0.433  1.069
C: 0.640 -4.555 0.070  -0.644
N: 1.157 -3.472 0.443  0.057

# 4
Computed, not measured: 3 unconnected molecules or ions with the total composition C25H41BN5O5, with ωB97M-V/def2-TZVPD.

Summary:
* DFT total energy: -1651.7967 hartree
* energy relative to the best compared isomer or geometry (same formula, charge and spin): 10.7 kcal/mol
* net charge: +1

Each line ends with the Löwdin charge.
Element x y z (Å)
C: -2.894 -1.194 -3.127  -0.067
C: -1.359 -1.115 -2.995  -0.196
N: -0.705 -2.240 -2.329  -0.089
C: -1.070 -2.379 -0.924  -0.131
C: -0.159 -1.506 -0.031  -0.085
C: 0.416 -2.234 1.196  -0.226
B: -0.877 -2.637 2.108  -0.628
O: -0.754 -3.619 3.086  0.171
O: -2.073 -2.032 1.913  0.055
C: -3.201 -2.950 1.883  -0.002
C: 0.989 -3.608 0.798  -0.139
N: 2.235 -3.970 1.447  -0.004
C: 2.416 -3.573 2.830  -0.146
C: 1.983 -2.140 3.134  -0.058
N: 1.391 -1.395 1.971  -0.100
C: 2.506 -0.779 1.174  -0.028
C: 3.113 -1.586 0.015  -0.179
O: 4.314 -1.853 -0.001  0.079
C: 0.665 -0.220 2.601  -0.135
O: 1.600 0.651 3.161  -0.138
C: 1.456 1.994 2.695  -0.042
C: -0.709 -3.435 -3.078  -0.464
C: 0.382 -4.431 -2.729  0.015
O: -1.478 -3.653 -3.991  0.108
H: -3.165 -1.018 -4.160  0.075
H: -3.255 -2.176 -2.855  0.069
H: -3.379 -0.429 -2.534  0.067
H: -1.119 -0.234 -2.404  0.102
H: -0.887 -0.955 -3.954  0.121
H: -1.055 -3.436 -0.675  0.122
H: -2.090 -2.049 -0.761  0.123
H: -0.765 -0.681 0.322  0.114
H: 0.587 -1.066 -0.684  0.111
H: -0.678 -3.257 3.968  0.119
H: -3.562 -3.139 2.883  0.097
H: -2.898 -3.907 1.470  0.097
H: -3.965 -2.530 1.248  0.100
H: 0.234 -4.391 0.900  0.135
H: 1.193 -3.537 -0.267  0.092
H: 2.402 -4.958 1.366  0.133
H: 3.457 -3.683 3.109  0.127
H: 1.866 -4.241 3.494  0.118
H: 2.824 -1.579 3.510  0.138
H: 1.268 -2.171 3.943  0.125
H: 2.103 0.126 0.729  0.122
H: 3.358 -0.533 1.785  0.142
H: 2.490 -1.936 -0.821  0.120
H: 0.116 0.302 1.830  0.140
H: 0.039 -0.565 3.415  0.156
H: 1.938 2.635 3.421  0.101
H: 0.420 2.309 2.637  0.099
H: 1.980 2.135 1.754  0.087
H: 1.289 -3.873 -2.518  0.074
H: 0.128 -5.026 -1.860  0.076
H: 0.567 -5.042 -3.599  0.089
N: 1.234 2.144 -1.756  0.039
C: 2.510 2.535 -1.728  -0.175
C: 2.946 3.780 -2.145  -0.068
C: 2.006 4.679 -2.625  -0.065
C: 0.677 4.296 -2.661  -0.069
C: 0.345 3.026 -2.215  -0.167
H: 3.209 1.797 -1.346  0.093
H: 3.994 4.040 -2.093  0.105
H: 2.306 5.662 -2.962  0.111
H: -0.091 4.965 -3.022  0.103
H: -0.686 2.693 -2.222  0.095
N: -2.268 4.942 -0.877  0.051
C: -1.542 5.280 0.187  -0.168
C: -1.748 6.433 0.926  -0.072
C: -2.765 7.290 0.537  -0.073
C: -3.529 6.957 -0.569  -0.065
C: -3.241 5.777 -1.237  -0.149
H: -0.752 4.584 0.454  0.092
H: -1.127 6.654 1.783  0.101
H: -2.958 8.202 1.086  0.109
H: -4.331 7.597 -0.908  0.105
H: -3.817 5.479 -2.106  0.105

Let's list maximum force in order: 0.8, 3.6, 1.0, 2.9 eV Å⁻¹.